# C2H4N4O2

A molecular structure, C2H4N4O2 at a distorted geometry (ωB97M-V/def2-TZVPD, the OMol25 dataset).

Last column: Mulliken charge in e.
CARTESIAN COORDINATES (ANGSTROEM)
C 0.3988 -0.1458 -0.0722  0.561
C -2.0727 0.2708 0.1892  0.076
H 2.3609 1.2594 -0.6191  0.346
H 2.8615 0.4621 1.3456  0.263
H 1.9380 -1.5546 0.1975  0.238
H -3.1653 0.4846 0.2052  0.347
N 2.7016 0.2989 0.0096  -0.694
N 1.6539 -0.6705 -0.0548  -0.026
N 0.1779 1.0862 0.1107  -0.422
N -1.8073 -0.9846 0.1610  -0.259
O -1.1968 1.2298 -0.2088  -0.199
O -0.4325 -1.1687 -0.2183  -0.232

Computed properties:
Total energy   -447.87104 Ha
E_HOMO   -9.095 eV
ΔE to the lowest compared entry with this formula, charge and spin   145.2 kcal/mol
Net charge   0
Gap between HOMO and LUMO   0.3538 Ha

=====

# C39H77N4O16

5 unconnected molecules or ions with the total composition C39H77N4O16 at a distorted geometry (ωB97M-V/def2-TZVPD, the OMol25 dataset).

Last column: Mulliken charge in e.
CARTESIAN COORDINATES (ANGSTROEM)
C 7.4989 3.6355 2.7792  -0.537
O 6.9487 4.7201 2.0673  -0.372
C 6.9124 4.5204 0.6714  -0.327
C 5.7678 5.3272 0.0631  -0.611
C 5.3588 4.8108 -1.3299  -1.181
C 4.0911 3.9289 -1.3521  -0.307
C 4.4309 2.4307 -1.4721  -1.895
C 3.3656 1.4185 -1.0252  0.614
C 1.9853 1.8459 -1.5431  -1.252
C 0.8320 0.9467 -1.0819  -1.176
O -0.0573 1.5003 -0.1677  0.605
C -1.1211 2.1992 -0.8478  -1.756
C -1.8894 3.1756 0.0418  1.434
C -2.4155 4.2978 -0.8697  -1.862
C -3.0872 2.4907 0.7593  -1.604
C -3.1194 2.5527 2.2969  0.555
C -2.0761 1.5999 2.9191  -0.257
C -2.9846 3.9934 2.8257  -1.551
N 1.3729 -0.3050 -0.4468  0.980
C 0.2649 -1.2878 -0.1926  -0.461
C 0.7495 -2.7327 0.0120  -1.069
C -0.1325 -3.5435 0.9815  -0.684
C -1.6365 -3.2286 0.9369  -0.559
N -2.1297 -2.3375 2.0070  -0.543
C 2.2950 -0.0449 0.7475  -0.550
C 1.5342 0.0937 2.0694  0.359
C 1.4199 -1.1963 2.8576  -0.490
O 0.7469 -1.2971 3.8292  -0.493
C 3.2867 1.1321 0.4703  0.938
C 4.6177 0.7716 1.1288  -0.677
C 5.3884 -0.4094 0.4811  -1.175
N 6.4128 0.0366 -0.4673  -0.400
O 2.6938 2.3457 1.0695  -0.537
C 3.3020 2.8684 2.0780  0.594
N 3.8355 3.3273 2.9617  -0.585
H 6.8364 2.7590 2.7299  0.098
H 8.4924 3.3621 2.3990  0.309
H 7.6010 3.9433 3.8209  0.270
H 7.8682 4.8372 0.2264  0.353
H 6.7754 3.4509 0.4389  0.140
H 4.9310 5.2879 0.7676  0.251
H 6.0704 6.3748 -0.0185  0.370
H 6.1921 4.2586 -1.7808  0.467
H 5.1696 5.6756 -1.9735  0.466
H 3.4848 4.1488 -0.4688  0.429
H 3.4843 4.2282 -2.2149  0.337
H 5.3865 2.2262 -0.9870  0.491
H 4.6021 2.2291 -2.5389  0.370
H 3.5874 0.4436 -1.4867  0.174
H 1.7528 2.8627 -1.2183  0.464
H 2.0120 1.8539 -2.6366  0.567
H 0.2731 0.6069 -1.9664  0.935
H -1.8222 1.4587 -1.2587  0.356
H -0.6754 2.7344 -1.6973  0.510
H -1.1949 3.5983 0.7772  0.235
H -3.1390 3.8804 -1.5799  0.401
H -2.9349 5.0562 -0.2822  0.375
H -1.6126 4.7658 -1.4459  0.458
H -3.1422 1.4370 0.4556  0.289
H -4.0069 2.9707 0.4072  0.625
H -4.1110 2.1836 2.5817  0.563
H -2.5458 0.6871 3.2968  0.318
H -1.3500 1.3021 2.1529  -0.550
H -1.5243 2.0670 3.7376  0.157
H -1.9779 4.2115 3.1910  0.349
H -3.6531 4.1420 3.6781  0.371
H -3.2626 4.7386 2.0734  0.298
H 1.9595 -0.7303 -1.1757  0.465
H -0.3429 -1.2552 -1.1020  0.936
H -0.3596 -0.9135 0.6155  -0.295
H 1.7865 -2.7506 0.3646  0.138
H 0.7604 -3.2260 -0.9660  0.411
H 0.0071 -4.5997 0.7268  0.483
H 0.2300 -3.4475 2.0109  0.415
H -2.2024 -4.1615 1.0199  0.374
H -1.9232 -2.7610 -0.0109  0.169
H -1.4920 -2.2961 2.7948  0.258
H -2.2641 -1.3830 1.6951  0.184
H 2.8998 -0.9533 0.8156  1.157
H 2.0333 0.7990 2.7392  0.754
H 0.5235 0.4777 1.9132  -1.168
H 2.0154 -2.0563 2.4892  0.554
H 4.4328 0.5243 2.1827  0.858
H 5.2928 1.6318 1.1269  -0.194
H 4.7029 -1.0955 -0.0324  0.137
H 5.8581 -0.9617 1.2982  0.556
H 7.3392 -0.2402 -0.1741  0.276
H 6.2524 -0.3249 -1.3975  0.122
C 4.5807 -0.0940 -5.4749  -0.623
O 3.7756 -1.2680 -5.6435  -0.358
C 3.1790 -1.7139 -4.5534  0.733
O 3.2590 -1.2141 -3.4497  -0.481
O 2.4820 -2.7980 -4.8621  -0.377
C 1.7756 -3.4110 -3.7833  -0.437
H 4.9857 0.1248 -6.4569  0.281
H 3.9716 0.7391 -5.1284  0.269
H 5.3894 -0.2842 -4.7719  0.280
H 1.0385 -2.7215 -3.3703  0.121
H 2.4667 -3.7336 -3.0058  0.267
H 1.2723 -4.2709 -4.2124  0.317
C -4.6497 -7.8500 -3.0952  -0.434
O -4.6431 -7.1678 -1.8316  -0.350
C -4.7462 -5.8486 -1.9170  0.885
O -4.7838 -5.2027 -2.9342  -0.582
O -4.8014 -5.3466 -0.6800  -0.358
C -4.9459 -3.9276 -0.6299  -0.592
H -4.5573 -8.9045 -2.8565  0.220
H -5.5849 -7.6665 -3.6213  0.149
H -3.8092 -7.5270 -3.7064  0.281
H -5.8766 -3.6122 -1.0976  0.371
H -4.1046 -3.4428 -1.1244  0.179
H -4.9585 -3.6616 0.4236  0.249
C -10.6968 -8.3805 -5.7124  -0.620
O -10.3345 -6.9990 -5.8198  -0.341
C -9.1515 -6.6967 -5.2931  0.799
O -8.3974 -7.4695 -4.7566  -0.559
O -8.9367 -5.3912 -5.4585  -0.330
C -7.6884 -4.9432 -4.9244  -0.583
H -11.6722 -8.4643 -6.1809  0.218
H -9.9752 -9.0062 -6.2336  0.294
H -10.7551 -8.6800 -4.6680  0.295
H -6.8581 -5.4540 -5.4076  0.286
H -7.6461 -5.1197 -3.8514  0.254
H -7.6343 -3.8776 -5.1256  0.277
C 0.5266 3.6320 6.9574  -0.578
O -0.4698 3.8432 7.9590  -0.321
C -1.7084 3.9567 7.4892  0.813
O -2.0395 3.8765 6.3311  -0.519
O -2.5257 4.1770 8.5148  -0.332
C -3.9043 4.3248 8.1593  -0.600
H 1.4709 3.5633 7.4881  0.240
H 0.3336 2.7075 6.4152  0.237
H 0.5526 4.4674 6.2625  0.281
H -4.2748 3.4201 7.6810  0.283
H -4.0379 5.1744 7.4926  0.286
H -4.4305 4.4961 9.0929  0.204

Computed properties:
Total energy   -2954.81147 Ha
E_HOMO   -11.371 eV
Net charge   +1
Gap between HOMO and LUMO   0.3315 Ha

=====

# C6H12N

2 unconnected molecules or ions with the total composition C6H12N at a distorted geometry (ωB97M-V/def2-TZVPD, the OMol25 dataset).

Last column: Mulliken charge in e.
CARTESIAN COORDINATES (ANGSTROEM)
C -0.6596 -0.0304 -0.4268  0.013
C -1.7987 0.0367 -1.4540  -0.443
C 2.1246 -0.1217 -1.2011  -1.241
C 1.8622 0.3125 1.2008  -0.952
C -2.6104 0.0827 1.1646  -0.808
C 1.4236 -0.4890 0.0718  0.272
N -1.8132 0.2284 0.0209  0.089
H -1.8816 0.9456 -2.0307  0.234
H -2.2134 -0.8324 -1.9766  0.251
H 1.6847 -0.7430 -2.0429  0.334
H 3.1393 -0.3248 -1.0043  0.448
H 2.2272 0.9411 -1.3785  0.383
H 2.9349 0.6377 1.0271  0.323
H 1.9862 -0.3603 2.0746  0.323
H 1.1282 1.1338 1.6010  0.275
H -3.3935 0.8236 1.1283  0.327
H -2.1361 0.0743 2.1015  0.315
H -3.0992 -0.8598 0.9406  0.365
H 1.0949 -1.4550 0.1835  0.491

Computed properties:
Total energy   -290.14505 Ha
E_HOMO   -14.660 eV
ΔE to the lowest compared entry with this formula, charge and spin   111.0 kcal/mol
Net charge   +1
Gap between HOMO and LUMO   0.3897 Ha

=====

# C9H10NP

C9H10NP in the gas phase at a distorted geometry (ωB97M-V/def2-TZVPD, the OMol25 dataset).

Last column: Mulliken charge in e.
CARTESIAN COORDINATES (ANGSTROEM)
C -1.9171 1.4765 -0.4936  -0.329
C -1.4099 1.5524 0.7385  -0.488
C 0.8501 0.6678 0.1807  -0.564
C -1.5169 0.4136 -1.4310  -0.047
C 0.5261 -1.5290 0.7647  0.039
C 1.2105 -0.5734 -0.0925  0.085
C -0.2146 0.7916 1.2950  0.009
C -0.4394 -0.6935 1.6084  -0.619
C 2.2607 -0.9748 -1.1058  -1.441
N -1.4369 -0.8637 -1.3151  -0.403
P -1.3255 -1.7507 0.1752  -0.048
H -2.5872 2.2616 -0.7370  0.413
H -1.8717 2.1841 1.4955  0.375
H 1.0454 1.6469 -0.3898  0.310
H -1.3712 0.7503 -2.4995  0.316
H 1.1258 -2.3954 1.0760  0.486
H 0.3078 1.2792 2.0782  0.547
H -0.8368 -0.9803 2.6665  0.366
H 1.7343 -1.4510 -1.8931  0.325
H 2.9064 -1.6113 -0.5745  0.366
H 2.9603 -0.2009 -1.5467  0.304

Computed properties:
Total energy   -744.94224 Ha
E_HOMO   -8.166 eV
SMILES   CC1=C[C@H]2C=CC=NP3[C@H]2[C@H]13
ΔE to the lowest compared entry with this formula, charge and spin   32.0 kcal/mol
Net charge   0
Gap between HOMO and LUMO   0.3119 Ha

=====

# C19H25CrN6O4

A molecular structure, C19H25CrN6O4 at a distorted geometry (ωB97M-V/def2-TZVPD, the OMol25 dataset).

Last column: Mulliken charge in e.
CARTESIAN COORDINATES (ANGSTROEM)
Cr 0.1234 1.3314 -0.7054  -0.177
O -1.2049 -1.3959 5.3743  -0.504
C -0.6352 -0.1178 5.3838  -0.653
C -0.6043 0.4077 3.9346  0.404
C 0.1492 1.5601 3.6240  -1.015
C 0.2973 1.8865 2.2962  -0.648
N -0.3080 1.1183 1.3194  0.322
C -1.0833 0.0338 1.5886  0.487
C -1.2656 -0.3234 2.9785  -0.687
C -1.6762 -0.6094 0.4708  0.514
C -2.3303 -1.8330 0.5916  -0.684
C -2.8640 -2.4891 -0.5216  0.437
C -3.7416 -3.6770 -0.3752  -0.484
O -3.6909 -4.1034 1.0140  -0.511
C -2.6893 -1.8222 -1.7410  -1.080
C -2.0568 -0.6169 -1.8454  -0.306
N -1.3816 -0.1084 -0.7834  0.336
H -1.2673 -1.7504 6.2510  0.318
H 0.3607 -0.1259 5.7801  0.394
H -1.1956 0.5772 6.0392  0.351
H 0.7383 2.0925 4.3976  0.396
H 0.8815 2.6959 1.9243  0.690
H -1.8713 -1.1804 3.2999  0.551
H -2.4984 -2.2408 1.5971  0.591
H -3.3834 -4.4785 -1.1152  0.379
H -4.7599 -3.4276 -0.6527  0.301
H -3.7531 -5.0922 0.9978  0.329
H -3.0510 -2.1669 -2.7104  0.396
H -2.0269 -0.0514 -2.7604  0.416
N -0.1659 2.4064 -4.5945  -0.393
C -0.2197 2.2877 -3.2688  0.809
O 0.5299 1.4220 -2.7061  -0.552
C -1.2150 3.1249 -2.5525  -0.906
C -1.0186 3.0981 -1.0590  -0.695
H 0.5043 1.8700 -5.1847  0.278
H -0.7043 3.1204 -5.0508  0.221
H -2.1795 2.6418 -2.9124  0.300
H -1.1860 4.1523 -2.9657  0.465
H -1.9664 2.8876 -0.5700  0.298
H -0.5268 3.9452 -0.6147  0.533
C 5.2355 -0.9826 -1.3488  -1.010
N 3.9775 -0.3147 -0.9681  -0.012
C 4.0092 0.9896 -0.3675  -0.485
C 2.5071 1.2747 -0.2896  0.504
O 1.8989 2.3888 -0.2481  -0.598
N 1.8220 0.0935 -0.5229  0.080
C 2.7164 -0.7662 -1.0662  0.487
N 2.3860 -1.9826 -1.5337  -0.392
H 6.0268 -0.2710 -1.7057  0.317
H 4.9701 -1.6523 -2.1686  0.411
H 5.6638 -1.5324 -0.5116  0.334
H 4.5035 1.6454 -1.1162  0.372
H 4.6041 0.9973 0.5794  0.328
H 1.4886 -2.3181 -1.1889  0.219
H 3.1273 -2.6183 -1.7165  0.223

Computed properties:
Total energy   -2412.57967 Ha
E_HOMO (alpha / beta)   -14.330 / -14.290 eV
ΔE to the lowest compared entry with this formula, charge and spin   0.0 kcal/mol
Net charge   +2
Gap between HOMO and LUMO (alpha / beta)   0.3019 / 0.2932 Ha
Expectation value of S²   3.84
Spin multiplicity   4